{"formula": "C62H44CdN9", "method": "ωB97M-V/def2-TZVPD", "species": ["Cd", "C", "C", "C", "C", "C", "C", "C", "C", "C", "C", "C", "N", "C", "C", "C", "C", "C", "C", "C", "C", "C", "C", "C", "C", "C", "N", "C", "C", "C", "C", "C", "C", "C", "C", "C", "C", "C", "C", "N", "C", "C", "N", "C", "C", "C", "C", "C", "C", "H", "H", "H", "H", "H", "H", "H", "H", "H", "H", "H", "H", "H", "H", "H", "H", "H", "H", "H", "H", "H", "H", "H", "H", "H", "H", "H", "H", "N", "C", "C", "C", "C", "C", "C", "C", "C", "C", "C", "C", "C", "H", "H", "H", "H", "H", "H", "H", "H", "H", "H", "N", "C", "C", "N", "C", "C", "N", "C", "C", "N", "H", "H", "H", "H", "H", "H"], "coordinates": [[0.03434, -0.23903, -0.12204], [-2.15109, 1.89498, 7.48054], [-3.12925, 1.55644, 6.55729], [-2.78587, 1.30141, 5.23804], [-1.46041, 1.39713, 4.81092], [-0.48019, 1.71840, 5.75392], [-0.82552, 1.96844, 7.07119], [-1.07415, 1.12345, 3.41581], [-1.70292, 1.66797, 2.33906], [-2.77708, 2.66543, 2.39801], [-2.99085, 3.08751, 1.14845], [-2.04611, 2.36419, 0.27382], [-1.30162, 1.51924, 1.00706], [-1.97791, 2.62948, -1.10247], [-0.93610, 2.19447, -1.95631], [-0.89000, 2.41731, -3.40387], [0.22414, 1.81260, -3.85152], [0.89916, 1.23954, -2.69218], [2.12351, 0.63104, -2.70991], [2.71569, 0.39333, -4.05597], [3.85544, 1.06470, -4.49414], [4.36485, 0.84103, -5.76468], [3.74065, -0.05555, -6.62115], [2.59645, -0.71803, -6.20049], [2.08837, -0.49313, -4.92969], [2.91439, 0.26400, -1.55237], [2.43839, 0.28573, -0.29632], [3.52103, 0.17618, 0.53952], [3.33556, 0.37769, 1.93995], [4.29430, 1.17540, 2.72173], [5.07696, 2.16251, 2.12338], [5.96604, 2.90877, 2.88127], [6.08351, 2.68124, 4.24451], [5.30340, 1.70493, 4.85113], [4.41552, 0.95917, 4.09544], [2.13219, -0.04250, 2.48432], [1.35705, -1.11926, 1.95356], [0.06630, -0.90547, 2.36497], [0.11717, 0.31556, 3.12839], [1.34132, 0.77007, 3.29455], [4.71088, 0.04707, -0.22127], [4.32836, 0.05808, -1.54158], [0.13113, 1.50654, -1.56643], [-3.03864, 3.47979, -1.70454], [-2.73742, 4.71901, -2.27169], [-3.72534, 5.51274, -2.83278], [-5.04767, 5.09014, -2.83310], [-5.36673, 3.86114, -2.27364], [-4.37113, 3.06647, -1.72481], [-2.41677, 2.08978, 8.51194], [-4.16391, 1.47474, 6.86688], [-3.54580, 1.00264, 4.52681], [0.55082, 1.77384, 5.42874], [-0.05269, 2.22458, 7.78498], [-3.24600, 3.02337, 3.29948], [-3.67178, 3.85904, 0.82571], [-1.62324, 2.95268, -3.98503], [0.58230, 1.78097, -4.86795], [4.33336, 1.77833, -3.83528], [5.25005, 1.37547, -6.08823], [4.14017, -0.23149, -7.61227], [2.09531, -1.41422, -6.86135], [1.19358, -1.00643, -4.59543], [4.96521, 2.34801, 1.06388], [6.56124, 3.67856, 2.40633], [6.77663, 3.26718, 4.83526], [5.38888, 1.52549, 5.91541], [3.79964, 0.19868, 4.55710], [1.74445, -1.93647, 1.37363], [-0.80845, -1.51960, 2.19677], [5.70600, -0.07217, 0.17806], [4.96607, -0.06546, -2.40047], [-1.70886, 5.05792, -2.26106], [-3.46289, 6.47144, -3.26336], [-5.82058, 5.71087, -3.26781], [-6.39256, 3.51308, -2.27503], [-4.62074, 2.09809, -1.30823], [0.57916, -3.81967, 0.45129], [1.65790, -3.73516, -0.39974], [2.92544, -4.11953, 0.04904], [4.02609, -4.06270, -0.78814], [3.88450, -3.61998, -2.09322], [2.63295, -3.20840, -2.52711], [1.51465, -3.23420, -1.70439], [0.18540, -2.80658, -2.22614], [-0.30834, -3.49119, -3.34149], [-1.52243, -3.15090, -3.91154], [-2.25750, -2.11132, -3.35824], [-1.76229, -1.43539, -2.25074], [-0.53474, -1.74950, -1.64534], [0.65061, -4.41122, 1.25853], [-0.34852, -3.57583, 0.14497], [3.03503, -4.46599, 1.07160], [4.99771, -4.35916, -0.41175], [4.73804, -3.56092, -2.75589], [2.51471, -2.83975, -3.53763], [0.27858, -4.30326, -3.75926], [-1.88930, -3.69294, -4.77574], [-3.20758, -1.81813, -3.79137], [-2.35688, -0.61410, -1.85784], [-4.30304, -4.65712, 1.69361], [-3.51962, -5.78117, 1.81784], [-2.28703, -5.40901, 1.37716], [-2.28988, -4.09394, 0.99230], [-3.50743, -3.66651, 1.19047], [-4.01437, -2.32658, 0.92563], [-3.32181, -1.22217, 0.85148], [-4.23081, -0.23182, 0.59502], [-5.48935, -0.74608, 0.50743], [-5.34870, -2.09650, 0.72773], [-5.25622, -4.57443, 1.99726], [-3.90382, -6.70791, 2.20177], [-1.40005, -6.01416, 1.30301], [-3.91855, 0.79045, 0.49441], [-6.44337, -0.29424, 0.30794], [-6.07868, -2.77930, 0.63374]], "total_charge": -1, "relative_energy_kj_mol": 253.90, "e_tot_ev": -82985.414, "homo_lumo_gap_ev": 5.3}

=====

{"formula": "C6H8F12MgN2O10S4", "method": "ωB97M-V/def2-TZVPD", "species": ["Mg", "C", "F", "F", "F", "S", "O", "O", "N", "S", "O", "O", "C", "F", "F", "F", "C", "F", "F", "F", "S", "O", "O", "N", "S", "O", "O", "C", "F", "F", "F", "C", "O", "H", "H", "H", "H", "C", "O", "H", "H", "H", "H"], "coordinates": [[-0.05863, -0.20650, -0.19673], [3.35165, 1.85996, -0.97659], [4.11812, 2.94265, -1.05946], [3.11121, 1.31507, -2.16742], [3.99959, 0.97031, -0.23501], [1.64167, 2.21549, -0.07059], [1.70030, 3.45931, 0.69205], [0.67210, 2.26967, -1.16844], [1.15239, 0.81575, 0.83379], [1.84434, 1.19539, 2.31918], [3.26016, 1.58767, 2.28733], [1.08771, 2.14520, 3.09309], [1.84731, -0.48993, 3.18205], [2.11246, -0.38220, 4.52148], [0.69958, -1.14176, 2.99870], [2.81310, -1.23017, 2.71946], [-3.34652, 0.08424, -2.53536], [-2.67241, 1.24771, -2.59854], [-4.67827, 0.23966, -2.70274], [-2.93666, -0.79353, -3.44930], [-3.03837, -0.73409, -0.76242], [-4.31094, -0.80474, -0.04688], [-2.38806, -2.03390, -1.01319], [-1.79319, 0.20603, -0.02704], [-2.58492, 1.33021, 0.77652], [-1.70129, 2.49216, 0.93319], [-3.91433, 1.66834, 0.23606], [-2.82784, 0.48993, 2.52301], [-3.66843, 1.23952, 3.21297], [-3.33017, -0.77687, 2.40492], [-1.64454, 0.45188, 3.13356], [0.82714, -1.26454, -3.04113], [0.46785, -0.27631, -2.11668], [1.89505, -1.19253, -3.24732], [0.66291, -2.27623, -2.67015], [0.40877, -1.21551, -4.04644], [0.32148, 0.54441, -2.59269], [1.51458, -2.64071, 0.07851], [0.21390, -2.10222, 0.32517], [1.42797, -3.38543, -0.71269], [2.15955, -1.86669, -0.33742], [1.95285, -3.12664, 0.95023], [-0.36918, -2.83004, 0.55295]], "relative_energy_kj_mol": 236.01, "e_tot_ev": -111200.189, "homo_lumo_gap_ev": 10.5}

=====

{"formula": "C2H7NO3", "method": "ωB97M-V/def2-TZVPD", "species": ["C", "N", "O", "H", "H", "H", "H", "H", "C", "O", "O", "H", "H"], "coordinates": [[-0.58183, -1.18696, -1.24013], [-1.05351, 0.97801, 1.63518], [-0.44279, 0.58583, 0.40873], [-1.02033, 1.99742, 1.57446], [-0.49115, 0.69507, 2.43564], [-0.10586, -0.86057, -2.16008], [-0.86361, -2.23541, -1.18993], [-1.52553, -0.66896, -1.08209], [0.93029, 0.01337, 0.31166], [1.69789, 0.94776, -0.41701], [0.78292, -1.19579, -0.28809], [1.28790, 0.99788, -1.29255], [1.38562, -0.06767, 1.30421]], "smiles": "CO[C@@H](O)ON", "relative_energy_kj_mol": 442.97, "e_tot_ev": -9816.370, "homo_lumo_gap_ev": 10.0}